#1
Density functional theory data (ωB97M-V/def2-TZVPD) for a gas-phase ion, C6H11N2 (charge +1).

Calculated values
* HOMO energy: -12.8 eV
* Kohn-Sham gap: 9.15 eV
* total charge: +1
* structure (SMILES): CC1=CC=CN(C)[NH2+]1

Each line ends with the Löwdin charge.
Atoms and positions in Å:
C  -2.55  0.78  -0.02  -0.014
C  -1.25  0.00  0.05  -0.190
C  -0.98  -1.26  0.38  -0.030
C  0.32  -1.85  0.16  -0.081
C  1.40  -1.21  -0.29  -0.111
N  1.35  0.18  -0.54  -0.168
C  2.18  0.93  0.50  -0.022
N  -0.01  0.69  -0.67  0.122
H  -3.20  0.27  0.62  0.070
H  -2.88  0.64  -1.10  0.120
H  -2.41  1.88  0.14  0.106
H  -1.72  -2.00  0.81  0.155
H  0.39  -2.98  0.23  0.138
H  2.40  -1.71  -0.24  0.153
H  1.81  2.10  0.45  0.137
H  1.94  0.47  1.56  0.127
H  3.25  0.82  0.23  0.095
H  0.03  1.70  -0.52  0.158
H  -0.08  0.56  -1.75  0.235

***

#2
Density functional theory data (ωB97M-V/def2-TZVPD) for a gas-phase ion, C6H11N2 (charge +1).

Calculated values
* HOMO energy: -14.0 eV
* Kohn-Sham gap: 9.94 eV
* total charge: +1

Each line ends with the Löwdin charge.
Atoms and positions in Å:
C  1.57  0.12  0.06  -0.369
C  -1.45  -0.25  0.09  -0.203
C  -0.53  0.10  -1.07  -0.164
C  -0.88  1.17  -0.05  0.181
C  2.98  -0.34  0.19  0.011
C  -2.95  -0.30  0.22  -0.025
N  0.78  -0.47  -0.86  0.110
N  0.96  0.98  0.87  0.203
H  -0.96  -0.87  0.79  0.138
H  -0.66  0.12  -2.10  0.143
H  -1.11  2.17  -0.09  0.108
H  3.10  -1.38  0.63  0.127
H  3.57  0.42  0.83  0.130
H  3.36  -0.38  -0.81  0.081
H  -3.49  0.05  -0.58  0.067
H  -3.19  0.09  1.16  0.078
H  -3.26  -1.33  0.36  0.094
H  1.19  -1.11  -1.50  0.157
H  1.00  1.21  1.86  0.133

***

The least stable of them is #1.

***

#1
Density functional theory data (ωB97M-V/def2-TZVPD) for 2 unconnected molecules or ions with the total composition C6H11N2.

Calculated values
* HOMO energy: -14.2 eV
* Kohn-Sham gap: 11.16 eV
* total charge: +1

Each line ends with the Löwdin charge.
Atoms and positions in Å:
C  0.33  -0.03  -0.67  -0.032
C  2.17  1.98  2.13  -0.047
C  -1.60  -1.10  0.57  -0.005
C  -0.64  -1.97  -0.05  -0.084
C  -1.64  -0.58  -2.05  -0.024
C  -0.91  -0.64  -0.77  -0.385
N  1.30  0.56  -0.40  0.246
N  2.37  2.40  1.03  0.050
H  1.44  1.15  2.23  0.098
H  2.73  2.09  3.04  0.095
H  -2.70  -1.23  0.40  0.152
H  -1.27  -0.64  1.48  0.115
H  0.32  -2.06  0.52  0.141
H  -0.74  -2.88  -0.57  0.120
H  -1.04  -0.18  -2.84  0.082
H  -2.00  -1.47  -2.40  0.051
H  2.98  3.10  0.58  0.147
H  1.65  1.67  -0.01  0.121
H  -2.76  -0.17  -2.22  0.159

***

#2
Density functional theory data (ωB97M-V/def2-TZVPD) for a gas-phase ion, C6H11N2 (charge +1).

Calculated values
* HOMO energy: -14.0 eV
* Kohn-Sham gap: 10.70 eV
* total charge: +1
* structure (SMILES): C=C(C)C1=[NH+]CCN1

Each line ends with the Löwdin charge.
Atoms and positions in Å:
C  -2.22  -0.63  1.24  0.104
C  -1.55  -0.15  0.16  -0.251
C  -1.99  0.56  -1.05  -0.057
C  0.05  -0.05  -0.02  -0.204
N  0.80  -0.79  -0.85  0.119
C  2.14  -0.39  -0.64  -0.125
C  2.13  0.43  0.64  -0.109
N  0.72  0.67  0.86  0.132
H  -3.29  -0.62  1.15  0.071
H  -1.75  -1.07  2.15  0.096
H  -1.45  0.19  -1.93  0.089
H  -1.79  1.56  -0.88  0.067
H  -3.12  0.38  -1.18  0.132
H  0.53  -1.63  -1.26  0.159
H  2.42  0.19  -1.50  0.122
H  2.79  -1.36  -0.50  0.180
H  2.55  -0.04  1.54  0.132
H  2.69  1.38  0.54  0.139
H  0.33  1.36  1.53  0.204

***

#3
Density functional theory data (ωB97M-V/def2-TZVPD) for a gas-phase ion, C6H11N2 (charge +1).

Calculated values
* HOMO energy: -12.1 eV
* Kohn-Sham gap: 6.36 eV
* total charge: +1
* structure (SMILES): C=CC1=[NH+][C@H]1CNC

Each line ends with the Löwdin charge.
Atoms and positions in Å:
C  3.03  -0.77  -0.26  0.168
C  1.89  -0.53  0.39  -0.067
C  1.16  0.62  0.22  -0.148
N  1.11  1.80  -0.32  0.232
C  -0.15  1.32  0.41  -0.087
C  -1.46  1.10  -0.30  -0.193
N  -2.12  -0.10  0.14  -0.108
C  -1.92  -1.56  -0.23  -0.069
H  3.63  -1.70  -0.12  0.112
H  3.52  -0.23  -1.04  0.086
H  1.42  -1.20  1.09  0.132
H  1.62  2.72  -0.34  0.207
H  -0.22  1.58  1.55  0.187
H  -2.20  1.79  -0.13  0.101
H  -1.27  1.03  -1.38  0.137
H  -2.55  -0.02  1.03  0.097
H  -2.85  -2.06  -0.43  0.072
H  -1.03  -1.75  -0.93  0.103
H  -1.60  -2.03  0.65  0.036

***

The least stable of them is #3.

***

#1
Density functional theory data (ωB97M-V/def2-TZVPD) for a gas-phase ion, C2H5BrNO (charge +1).

Calculated values
* HOMO energy: -15.2 eV
* Kohn-Sham gap: 10.45 eV
* total charge: +1
* structure (SMILES): [NH2+]=C(O)CBr

Each line ends with the Löwdin charge.
Atoms and positions in Å:
N  -0.53  -0.27  0.95  0.146
C  -0.32  0.36  -0.16  -0.323
O  -1.02  1.49  -0.37  0.174
C  0.95  -0.34  -0.98  -0.407
Br  2.24  -0.96  0.38  0.749
H  -0.02  -1.04  1.39  0.087
H  -1.19  0.00  1.77  0.213
H  -1.78  1.61  0.21  0.149
H  0.30  -1.20  -1.43  0.117
H  1.37  0.35  -1.76  0.095

***

#2
Density functional theory data (ωB97M-V/def2-TZVPD) for 2 unconnected molecules or ions with the total composition C2H5BrNO.

Calculated values
* HOMO energy: -14.9 eV
* Kohn-Sham gap: 9.96 eV
* total charge: +1

Each line ends with the Löwdin charge.
Atoms and positions in Å:
C  -1.26  0.60  -0.35  -0.308
C  -0.45  0.02  -1.44  0.125
N  -0.51  -0.56  -0.05  0.228
O  -1.96  1.47  -0.01  0.287
Br  2.59  -0.22  2.00  0.414
H  0.43  0.57  -1.67  0.138
H  -0.73  -0.60  -2.25  0.142
H  0.16  -0.47  0.64  0.052
H  -0.91  -1.48  0.07  0.204
H  2.63  0.66  3.06  -0.284

***

The least stable of them is #2.

***

#1
Density functional theory data (ωB97M-V/def2-TZVPD) for a gas-phase ion, C3H6NO2 (charge -1).

Calculated values
* HOMO energy: -3.8 eV
* Kohn-Sham gap: 8.01 eV
* total charge: -1
* structure (SMILES): CCNC(=O)[O-]

Each line ends with the Löwdin charge.
Atoms and positions in Å:
C  1.50  0.13  -0.58  -0.114
C  0.43  -0.52  0.30  -0.308
N  -0.93  -0.35  -0.14  -0.004
C  -1.83  0.58  0.47  -0.821
O  -1.31  1.35  1.30  -0.089
O  -3.02  0.41  0.14  -0.104
H  2.42  0.27  0.01  0.057
H  1.15  1.12  -0.89  0.066
H  1.73  -0.46  -1.46  0.043
H  0.48  -0.04  1.26  0.086
H  0.66  -1.57  0.45  0.092
H  -1.29  -0.94  -0.86  0.096

***

#2
Density functional theory data (ωB97M-V/def2-TZVPD) for a gas-phase ion, C3H6NO2 (charge -1).

Calculated values
* HOMO energy: -2.8 eV
* Kohn-Sham gap: 6.78 eV
* total charge: -1
* structure (SMILES): O=CNCC[O-]

Each line ends with the Löwdin charge.
Atoms and positions in Å:
O  -0.71  -2.85  -0.69  -0.058
C  -0.99  -1.70  -0.37  -0.409
N  -0.17  -0.87  0.28  0.009
C  -0.34  0.59  0.39  -0.209
C  0.95  1.32  -0.02  -0.621
O  0.96  2.59  0.29  -0.315
H  -1.91  -1.20  -0.73  0.124
H  0.78  -1.18  0.40  0.119
H  -1.14  0.88  -0.28  0.105
H  -0.43  0.86  1.44  0.100
H  1.78  0.60  0.38  0.072
H  1.21  0.97  -1.09  0.082

***

#3
Density functional theory data (ωB97M-V/def2-TZVPD) for a gas-phase ion, C3H6NO2 (charge -1).

Calculated values
* HOMO energy: -2.8 eV
* Kohn-Sham gap: 7.04 eV
* total charge: -1
* structure (SMILES): O=CCNC[O-]

Each line ends with the Löwdin charge.
Atoms and positions in Å:
O  -1.34  1.77  -1.30  -0.017
C  -0.40  1.10  -0.90  -0.278
C  -0.09  0.94  0.57  -0.232
N  0.16  -0.41  1.06  -0.090
C  0.51  -1.38  -0.08  -0.603
O  1.61  -1.07  -0.71  -0.305
H  0.29  0.63  -1.61  0.104
H  -0.92  1.41  1.10  0.099
H  0.83  1.54  0.70  0.108
H  -0.72  -0.78  1.44  0.066
H  -0.40  -1.39  -0.75  0.074
H  0.48  -2.36  0.47  0.074

***

The least stable of them is #3.